ORCA calculation (ωB97M-V/def2-TZVPD) on C4H10BrLiO2 as an isolated structure.

The geometry in XYZ format:
```
18
Properties=species:S:1:pos:R:3:mulliken_charge:R:1
Li -7.078 0.358 24.580 0.816
Br -6.734 -0.926 22.638 -0.842
C -10.101 0.585 21.537 -0.606
O -10.635 1.526 20.628 -0.350
C -9.798 1.706 19.496 -0.410
C -10.368 2.810 18.633 -0.601
O -11.549 2.553 17.924 -0.357
C -12.714 2.561 18.730 -0.576
H -10.552 0.774 22.518 0.262
H -9.035 0.788 21.666 0.250
H -10.330 -0.452 21.289 0.270
H -9.694 0.749 18.974 0.341
H -8.803 2.034 19.820 0.373
H -9.627 3.046 17.867 0.346
H -10.483 3.691 19.279 0.343
H -13.542 2.182 18.140 0.249
H -12.936 3.577 19.079 0.250
H -12.561 1.946 19.618 0.243
```

Values from the calculation:
* orbital gap: 0.284 Ha
* E_tot: -2890.43550 Eh
* lowest unoccupied orbital energy: -1.24 eV
* charge: 0
* relative energy (zero: lowest compared OMol25 entry of this formula, charge and spin): 0.00 kcal per mole